Here is a structure of composition C10H37N14NiO12 in a non-equilibrium geometry from OMol25. Energies are from ωB97M-V with the def2-TZVPD basis set.

As for the total charge: +1. The value obtained for the HOMO energy (spin up / spin down) is -10.7777 / -10.7777 eV. For the gap between HOMO and LUMO (spin up / spin down), the calculation gives 7.56 / 6.11 eV. Its total energy is -97443.318 eV. The multiplicity is 3.

The geometry in XYZ format:
```
74
Properties=species:S:1:pos:R:3:mulliken_spin:R:1
Ni -0.521 1.352 2.502 1.87
O 0.367 0.129 -1.446 0.00
C 0.369 -0.276 -0.199 0.01
O 0.544 -1.456 0.115 0.00
O 0.152 0.531 0.743 0.04
H 0.197 1.054 -1.253 0.00
C 2.688 -3.702 -1.783 0.00
O 1.551 -2.942 -2.253 0.00
H 3.556 -3.099 -1.515 0.00
H 2.495 -4.346 -0.926 0.00
H 3.044 -4.305 -2.618 0.00
H 1.178 -2.518 -1.477 0.00
C 2.719 3.104 -2.387 0.00
O 3.299 3.618 -1.191 0.00
H 2.365 2.111 -2.109 0.00
H 1.843 3.654 -2.731 0.00
H 3.529 3.086 -3.115 0.00
H 3.587 4.503 -1.426 0.00
C -3.450 1.635 1.241 0.00
O -2.322 1.812 1.673 0.03
N -4.391 0.883 1.786 0.00
N -3.845 2.100 0.095 0.00
H -4.357 0.617 2.760 0.00
H -5.224 0.634 1.272 0.00
H -4.759 1.815 -0.228 0.00
H -3.095 2.177 -0.577 0.00
C 1.614 3.797 2.658 0.00
O 0.851 2.895 2.394 0.01
N 2.410 4.300 1.798 0.00
N 1.756 4.406 3.801 0.00
H 3.178 4.887 2.092 0.00
H 2.415 3.976 0.842 0.00
H 2.042 5.375 3.786 0.00
H 1.072 4.337 4.541 0.00
C -0.866 3.652 -1.079 0.00
O -1.021 2.478 -1.419 0.00
N -1.766 4.584 -1.246 0.00
N 0.105 4.138 -0.349 0.00
H -2.561 4.170 -1.712 0.00
H -1.675 5.535 -0.919 0.00
H 0.955 3.603 -0.245 0.00
H 0.102 5.136 -0.193 0.00
C -1.885 -1.535 3.118 0.01
O -1.227 -0.474 3.212 0.03
N -2.572 -2.091 4.026 0.00
N -1.938 -2.257 2.026 0.00
H -3.037 -2.974 3.874 0.00
H -2.856 -1.529 4.816 0.00
H -1.428 -1.968 1.203 0.00
H -2.301 -3.200 2.039 0.00
C -0.749 0.304 -4.738 0.00
O -0.983 0.340 -5.898 0.00
N -1.099 1.265 -3.988 0.00
N 0.101 -0.493 -4.137 0.00
H -1.859 1.703 -4.489 0.00
H -0.887 1.339 -3.004 0.00
H 0.509 -1.279 -4.622 0.00
H 0.436 -0.298 -3.204 0.00
C 2.290 -3.324 2.636 0.00
O 3.033 -3.648 3.506 0.00
N 2.638 -3.025 1.438 0.00
N 1.006 -3.244 2.799 0.00
H 2.015 -2.478 0.863 0.00
H 3.609 -3.195 1.221 0.00
H 0.676 -3.600 3.685 0.00
H 0.359 -2.959 2.077 0.00
C -0.774 -5.501 -1.007 0.00
O -1.550 -6.397 -0.941 0.00
N -0.684 -4.674 -0.036 0.00
N -0.065 -5.212 -2.062 0.00
H -0.025 -3.909 -0.006 0.00
H -1.213 -4.825 0.812 0.00
H 0.507 -4.383 -2.144 0.00
H -0.181 -5.919 -2.774 0.00
```

***

Here is a cluster of 9 separate species, C10H38N6O9 in total in a non-equilibrium geometry from OMol25. Energies are from ωB97M-V with the def2-TZVPD basis set.

The value obtained for the HOMO energy is -9.2493 eV. For the gap between HOMO and LUMO, the calculation gives 9.70 eV. Its total energy is -38351.004 eV.

The geometry in XYZ format:
```
63
Properties=species:S:1:pos:R:3:nbo_charge:R:1
N -2.798 -0.846 0.496 -0.85
C -3.483 -0.125 -0.288 0.72
N -4.022 -0.760 -1.249 -0.81
O -3.664 1.207 -0.159 -0.75
H -2.378 -0.352 1.330 0.46
H -2.623 -1.803 0.281 0.39
H -4.525 -0.287 -2.044 0.42
H -4.020 -1.785 -1.369 0.39
N 1.490 0.476 -2.439 -0.86
C 2.771 0.229 -2.403 0.76
N 3.439 0.608 -3.440 -0.80
O 3.456 -0.302 -1.244 -0.79
H 1.062 0.369 -1.538 0.44
H 1.055 1.152 -3.022 0.43
H 4.357 0.232 -3.526 0.42
H 2.947 1.084 -4.224 0.40
N 2.601 3.167 2.174 -0.81
C 1.554 2.572 1.755 0.76
N 1.450 2.433 0.473 -0.84
O 0.549 2.283 2.566 -0.80
H 2.648 3.219 3.205 0.41
H 3.312 3.709 1.627 0.41
H 0.666 1.742 0.216 0.45
H 2.291 2.520 -0.188 0.40
C -0.905 -2.094 -2.428 -0.63
C -1.244 -0.928 -3.355 -0.07
O -0.105 -0.726 -4.178 -0.74
H -1.663 -2.201 -1.754 0.18
H -0.068 -1.847 -1.808 0.21
H -0.787 -3.011 -3.000 0.22
H -1.478 -0.013 -2.843 0.16
H -2.141 -1.027 -3.917 0.17
H 0.557 -0.618 -3.537 0.47
C -3.118 1.163 2.899 -0.25
O -1.831 0.679 2.557 -0.77
H -3.859 0.598 2.347 0.18
H -3.251 2.146 2.568 0.18
H -3.375 1.149 3.931 0.16
H -1.195 1.355 2.808 0.53
C 0.398 -0.258 0.635 -0.32
O -0.343 0.496 -0.262 -0.77
H -0.031 -1.223 0.472 0.17
H 0.340 -0.022 1.707 0.21
H 1.471 -0.304 0.432 0.22
H -1.253 0.179 -0.196 0.51
C 2.578 -2.633 1.139 -0.25
O 3.076 -3.924 1.417 -0.72
H 1.982 -2.636 0.232 0.18
H 3.449 -2.062 0.899 0.19
H 1.971 -2.246 2.023 0.15
H 3.700 -3.788 2.140 0.46
C 1.342 -2.010 4.807 -0.25
O 0.797 -3.231 4.485 -0.71
H 1.102 -1.725 5.862 0.16
H 0.942 -1.256 4.067 0.16
H 2.413 -2.149 4.709 0.18
H -0.156 -3.092 4.635 0.46
C -1.574 2.551 -2.937 -0.24
O -0.162 2.875 -2.597 -0.79
H -1.951 2.038 -2.121 0.19
H -1.560 1.954 -3.802 0.18
H -2.106 3.514 -3.083 0.18
H -0.090 3.615 -1.914 0.49
```

***

Here is a structure of composition C10H38O10 in a non-equilibrium geometry from OMol25. Energies are from ωB97M-V with the def2-TZVPD basis set.

The value obtained for the HOMO energy is -6.2749 eV. For the gap between HOMO and LUMO, the calculation gives 6.39 eV. Its total energy is -31431.690 eV.

The geometry in XYZ format:
```
58
Properties=species:S:1:pos:R:3:nbo_charge:R:1
C -1.482 -1.887 -2.463 -0.26
O -1.531 -1.171 -1.196 -0.69
H -0.878 -2.794 -2.492 0.21
H -2.500 -2.191 -2.706 0.21
H -1.112 -1.238 -3.256 0.19
H -2.077 -0.381 -1.176 0.52
C 0.217 -0.430 -0.696 -0.36
O 0.906 0.474 0.190 -0.71
H -0.684 -0.838 -0.238 0.21
H -0.208 0.013 -1.597 0.20
H 0.881 -1.174 -1.135 0.20
H 0.775 0.277 1.120 0.46
C -2.643 -2.897 0.545 -0.26
O -2.103 -1.576 0.667 -0.79
H -3.034 -3.407 1.425 0.20
H -3.525 -2.899 -0.096 0.15
H -1.936 -3.554 0.038 0.15
H -1.789 -1.260 -0.184 0.42
C -0.798 2.474 -0.362 -0.28
O -0.040 2.766 0.837 -0.75
H -0.571 3.021 -1.277 0.22
H -0.607 1.438 -0.642 0.18
H -1.880 2.531 -0.240 0.14
H -0.010 1.969 1.370 0.48
C 0.293 0.774 -2.933 -0.26
O -0.548 1.851 -2.945 -0.73
H 0.801 0.776 -1.969 0.22
H -0.209 -0.181 -3.088 0.13
H 0.938 0.917 -3.800 0.18
H -0.088 2.465 -3.523 0.49
C 1.561 -1.849 -2.320 -0.30
O 2.058 -1.998 -3.680 -0.75
H 1.617 -0.785 -2.086 0.22
H 0.566 -2.294 -2.301 0.16
H 2.190 -2.462 -1.675 0.20
H 1.523 -2.518 -4.284 0.46
C 2.758 1.454 0.851 -0.28
O 2.179 1.572 -0.427 -0.83
H 2.598 0.464 1.278 0.14
H 3.839 1.571 0.778 0.17
H 2.384 2.270 1.470 0.14
H 1.323 1.164 -0.277 0.42
C 2.469 0.025 2.878 -0.27
O 1.439 0.019 3.905 -0.76
H 3.098 -0.864 2.936 0.19
H 2.000 -0.313 1.954 0.18
H 2.949 1.003 2.907 0.21
H 1.446 -0.771 4.451 0.49
C -1.286 0.343 1.889 -0.10
C -1.651 1.595 2.599 -0.16
O -1.476 1.313 3.965 -0.73
O 0.169 0.261 1.935 -0.70
H -1.695 0.347 0.878 0.19
H -1.710 -0.601 2.230 0.26
H -2.664 1.993 2.536 0.18
H -1.019 2.367 2.161 0.22
H -1.561 2.095 4.514 0.47
H 0.340 0.729 2.755 0.54
```

***

For each record above, in turn, the calculated relative energy (zero: lowest compared OMol25 entry of this formula, charge and spin) values are 18.0; 17.8; 593.5 kcal per mole.